DFT (ωB97M-V with the def2-TZVPD basis set) results for 7 unconnected molecules or ions with the total composition C19H35N8O9 at a distorted geometry.

Cartesian coordinates (Å):
C: -1.59 -0.10 -2.61
C: -1.62 -0.24 -1.11
C: -2.88 -1.08 -0.72
O: -0.35 -0.58 -0.58
H: -1.84 -1.00 -3.18
H: -0.60 0.19 -2.95
H: -2.29 0.71 -2.85
H: -1.70 0.78 -0.70
H: -3.61 -1.29 -1.51
H: -3.47 -0.48 -0.03
H: -2.65 -1.93 -0.09
C: 3.30 -0.16 1.05
C: 4.22 0.31 1.99
C: 5.18 1.25 1.69
C: 5.32 1.60 0.32
C: 4.37 1.24 -0.60
C: 3.27 0.42 -0.19
O: 2.31 0.16 -1.07
O: 5.95 1.93 2.62
H: 2.43 -0.73 1.35
H: 4.24 0.18 3.07
H: 6.18 2.15 -0.05
H: 4.44 1.44 -1.66
H: 1.47 -0.25 -0.78
H: 5.38 2.63 2.98
C: 2.95 -4.18 1.86
C: 1.58 -4.00 1.62
C: 1.23 -3.54 0.33
C: 2.14 -3.09 -0.58
C: 3.51 -3.20 -0.30
C: 3.88 -3.77 0.93
O: 5.21 -4.04 1.18
O: -0.10 -3.47 0.01
H: 3.21 -4.51 2.85
H: 0.76 -4.29 2.27
H: 1.76 -2.76 -1.54
H: 4.26 -2.75 -0.93
H: 5.21 -4.39 2.07
H: -0.35 -2.53 -0.05
C: -1.05 3.77 -3.79
O: -0.90 4.54 -4.77
N: -0.41 2.61 -3.80
N: -1.83 4.01 -2.73
H: -0.16 2.41 -4.75
H: -0.35 2.03 -2.98
H: -2.40 4.83 -2.65
H: -1.67 3.49 -1.88
C: -1.65 -0.63 3.84
O: -2.29 -0.10 4.76
N: -1.77 -0.20 2.58
N: -0.88 -1.76 3.96
H: -1.25 -0.67 1.84
H: -2.28 0.65 2.43
H: -0.93 -2.13 4.89
H: -0.06 -1.75 3.37
C: -6.83 0.69 -1.68
O: -6.72 1.01 -2.86
N: -5.79 0.25 -0.96
N: -8.00 0.77 -0.99
H: -5.09 -0.03 -1.64
H: -5.75 0.26 0.04
H: -8.07 0.40 -0.06
H: -8.83 0.91 -1.54
C: 0.70 2.68 0.95
O: 1.08 3.71 1.49
N: 0.33 1.53 1.58
N: 0.66 2.54 -0.41
H: -0.15 1.72 2.45
H: 0.09 0.75 0.99
H: 0.90 3.41 -0.87
H: 0.65 1.66 -0.90

Output
E: -1860.36894 Ha
LUMO energy: 2.242 eV
ΔE to the lowest compared entry with this formula, charge and spin: 0.0 kcal per mole
Charge: -1
HOMO energy: -0.2077 hartree

Atom charges from the Löwdin analysis, given in e for atoms 1 to 5:
1. C -0.087
2. C -0.565
3. C -0.057
4. O -0.334
5. H 0.079